[1]
Molecular formula: C29H37GeMnO6P
Method: DFT, ωB97M-V/def2-TZVPD

- 2S+1 = 5
- total charge = -1
- energy above the lowest of the compared OMol25 structures with the same formula, charge and spin (eV) = 0.028
- energy (a.u.) = -5147.9796
- highest occupied orbital energy (alpha / beta) (eV) = -4.152 / -3.132
- HOMO-LUMO gap (alpha / beta) (eV) = 6.72 / 5.68
- LUMO level (alpha / beta) (eV) = 2.567 / 2.552

Element x y z (Å)
Mn  11.2610  12.7361  10.2166
C  13.6916  16.9032  11.6983
C  13.1927  17.1582  10.2609
C  13.4909  18.6260  10.0084
O  14.0257  16.4880  9.3294
C  11.6197  15.1531  10.4151
O  12.6148  14.2327  10.4193
O  10.4407  14.6099  10.5102
H  14.7600  17.1278  11.7837
H  13.5193  15.8862  12.0697
H  13.0754  17.5027  12.3970
H  14.5514  18.8724  10.0336
H  13.0908  19.2085  10.8540
H  13.0831  19.0782  9.0822
H  13.7887  15.5755  9.2710
C  11.7119  16.5085  10.2550
Ge  10.1202  17.2869  10.4788
C  9.9606  19.1832  10.1714
C  9.3563  19.5522  8.9763
C  9.2577  20.8843  8.5664
C  9.7946  21.8523  9.3891
C  10.3711  21.5135  10.6021
C  10.5287  20.1963  10.9802
C  8.7749  16.3772  9.2919
C  9.2753  15.5217  8.2748
C  8.3911  14.8251  7.4939
C  6.9995  14.9847  7.6765
C  6.5738  15.7124  8.7724
C  7.4326  16.3765  9.5780
C  9.4365  17.1298  12.4077
C  9.9110  16.1252  13.2692
C  9.5810  16.1256  14.6116
C  8.7784  17.1914  15.1029
C  8.2931  18.2065  14.2580
C  8.6153  18.1334  12.8788
H  8.8752  18.8805  8.2958
H  8.8410  21.2410  7.6666
H  9.7746  22.8703  9.0833
H  10.7341  22.3686  11.1446
H  11.0525  20.0341  11.9678
H  10.3125  15.5014  8.0970
H  8.7611  14.3397  6.6135
H  6.3098  14.4675  7.0426
H  5.5005  15.7323  8.8496
H  7.0450  16.7722  10.5267
H  10.6009  15.3924  12.8751
H  10.0603  15.4306  15.3659
H  8.5484  17.1513  16.1529
H  7.6312  18.9775  14.6083
H  8.2274  18.8782  12.2275
C  11.8909  7.6953  12.1358
C  10.4913  8.2889  11.7617
O  10.4426  9.7240  11.6948
P  10.6776  10.5671  10.2750
O  11.4271  9.3588  9.5144
C  12.7176  9.5482  8.8771
C  12.9576  8.4594  7.8635
O  9.2193  10.3613  9.5369
C  8.7159  11.3042  8.6619
C  9.2664  11.1940  7.2125
H  11.8850  6.6198  12.2886
H  12.2651  8.3268  12.9848
H  12.5940  7.9527  11.3654
H  9.8358  8.0509  12.5712
H  10.0896  7.9752  10.7363
H  13.5630  9.6486  9.5803
H  12.5729  10.4802  8.3423
H  13.7800  8.8634  7.2631
H  12.1180  8.2645  7.2228
H  13.3485  7.5095  8.3265
H  8.9382  12.3616  9.0140
H  7.6133  11.1668  8.6841
H  9.0116  12.1332  6.7022
H  8.7692  10.4580  6.6286
H  10.3759  11.0303  7.2709

And the Mulliken charges, in e, turn out to be: Mn -0.10; C -1.58; C 1.35; C -1.61; O -0.70; C 1.40; O -1.27; O -1.44; H 0.44; H 0.29; H 0.30; H 0.47; H 0.28; H 0.29; H 0.39; C 0.01; Ge 2.63; C 0.40; C -0.52; C -0.95; C -0.51; C -0.81; C -0.05; C -0.01; C -0.75; C -0.62; C -0.79; C -0.57; C -0.31; C -0.15; C -0.14; C -0.79; C -0.34; C -0.99; C -0.33; H 0.27; H 0.46; H 0.40; H 0.37; H 0.33; H 0.51; H 0.58; H 0.41; H 0.36; H 0.28; H 0.19; H 0.29; H 0.37; H 0.39; H 0.53; C -1.05; C -0.11; O -0.46; P 1.05; O -0.27; C -0.18; C -1.31; O -0.47; C -0.04; C -0.58; H 0.35; H 0.28; H 0.20; H 0.36; H 0.23; H 0.33; H 0.28; H 0.40; H 0.31; H 0.28; H -0.10; H 0.29; H 0.22; H 0.36; H -0.02

***

[2]
Molecular formula: C29H37I2N4O3RuSiTe
Method: DFT, ωB97M-V/def2-TZVPD

- 2S+1 = 6
- energy above the lowest of the compared OMol25 structures with the same formula, charge and spin (eV) = 1.892
- energy (a.u.) = -2819.6054
- highest occupied orbital energy (alpha / beta) (eV) = -7.355 / -7.284
- HOMO-LUMO gap (alpha / beta) (eV) = 7.24 / 5.24
- LUMO level (alpha / beta) (eV) = -0.113 / -2.043

Element x y z (Å)
Ru  0.0959  0.4631  -0.1034
I  1.2824  5.7062  0.4192
C  1.0446  4.2682  1.9354
C  1.0749  4.6008  3.2747
C  0.9739  3.6218  4.2395
I  1.0699  4.2053  6.2759
C  0.8356  2.2682  3.8864
C  0.7333  1.1913  4.7892
C  0.5854  -0.0862  4.3205
C  0.5379  -0.3032  2.9389
N  0.6375  0.6783  2.0745
C  0.7846  1.9402  2.4999
C  0.8763  2.9516  1.4678
O  0.8373  2.6786  0.2394
H  1.1774  5.6354  3.5669
H  0.7747  1.3861  5.8508
H  0.5054  -0.9236  4.9945
H  0.4249  -1.3004  2.5288
C  3.9750  2.4860  0.1656
C  3.7936  1.0264  0.4336
C  4.8177  0.2776  1.0144
C  4.6296  -1.0856  1.1871
C  3.4509  -1.6700  0.7743
C  2.4529  -0.8568  0.2115
N  2.6526  0.4654  0.0682
N  1.2400  -1.2773  -0.2133
Si  1.0515  -2.8548  -0.9282
C  -0.5741  -2.9434  -1.9104
C  2.5285  -3.0754  -2.1231
C  0.9916  -4.2960  0.3369
H  4.8707  2.6366  -0.4362
H  4.1037  3.0320  1.1003
H  3.1114  2.8799  -0.3640
H  5.7418  0.7502  1.3113
H  5.4064  -1.6869  1.6369
H  3.2808  -2.7232  0.9037
H  -0.5547  -2.2599  -2.7524
H  -1.4347  -2.7096  -1.2871
H  -0.7211  -3.9437  -2.3010
H  2.6747  -2.1701  -2.7057
H  2.3746  -3.8979  -2.8146
H  3.4487  -3.2655  -1.5795
H  0.2166  -4.1558  1.0865
H  1.9347  -4.4440  0.8538
H  0.7699  -5.2194  -0.1907
O  -1.8572  0.9657  1.2486
O  -1.6586  1.5324  0.0400
C  -4.8117  -0.1299  -2.2764
N  -3.6206  0.5471  -2.7099
C  -3.5555  1.9398  -2.3453
C  -2.4438  -0.1888  -2.3583
C  -1.1734  0.3691  -2.9394
C  -1.1375  0.6087  -4.3097
C  -0.0038  1.1203  -4.9076
C  1.1101  1.3907  -4.1312
C  1.0758  1.1576  -2.7672
C  -0.0552  0.6351  -2.1416
H  -5.6945  0.4311  -2.5747
H  -4.8285  -0.2663  -1.1789
H  -4.8437  -1.1145  -2.7417
H  -4.4730  2.4484  -2.6344
H  -2.7106  2.3956  -2.8550
H  -3.3871  2.0600  -1.2658
H  -2.5894  -1.2247  -2.6814
H  -2.3370  -0.1941  -1.2445
H  -2.0164  0.4008  -4.9047
H  0.0106  1.3181  -5.9691
H  2.0020  1.7862  -4.5942
H  1.9451  1.4069  -2.1695
C  -3.9254  -3.1171  1.0014
Te  -2.5898  -1.3493  1.0904
C  -3.5110  -0.7491  2.9453
H  -3.7793  -3.7253  1.8852
H  -3.6744  -3.7002  0.1230
H  -4.9677  -2.8214  0.9496
H  -4.5321  -0.4293  2.7638
H  -2.9352  0.0791  3.3396
H  -3.5132  -1.5835  3.6386

And the Mulliken charges, in e, turn out to be: Ru 0.49; I -0.02; C -0.31; C -0.28; C -0.17; I 0.02; C 0.54; C -0.82; C -1.41; C -0.67; N 0.69; C 0.60; C 0.08; O -0.27; H 0.38; H 0.17; H 0.51; H 0.53; C -1.70; C 0.87; C -0.92; C -0.71; C -0.93; C 0.28; N 0.57; N 0.60; Si -0.40; C -0.69; C -1.15; C -1.19; H 0.49; H 0.37; H 0.10; H 0.48; H 0.45; H 0.33; H 0.14; H -0.10; H 0.60; H 0.32; H 0.44; H 0.36; H 0.30; H 0.42; H 0.42; O -0.47; O -0.33; C -0.86; N -0.09; C -0.86; C 0.43; C 0.17; C -0.68; C -0.71; C -0.92; C -0.06; C 0.58; H 0.35; H 0.17; H 0.30; H 0.40; H 0.29; H 0.18; H 1.11; H -1.04; H 0.46; H 0.39; H 0.46; H 0.35; C -1.27; Te 0.92; C -1.08; H 0.36; H 0.37; H 0.35; H 0.36; H 0.26; H 0.35

***

[3]
Molecular formula: C29H37MgN10S
Method: DFT, ωB97M-V/def2-TZVPD

- total charge = +1
- energy above the lowest of the compared OMol25 structures with the same formula, charge and spin (eV) = 0.530
- energy (a.u.) = -2273.0970
- highest occupied orbital energy (eV) = -10.478
- HOMO-LUMO gap (eV) = 7.39
- LUMO level (eV) = -3.084

Element x y z (Å)
Mg  0.0031  -0.3113  1.2794
N  2.8288  -2.1878  2.0124
C  3.1322  -1.2197  1.1360
N  4.4097  -1.0698  0.8094
C  4.6608  -0.1216  -0.0919
N  5.9298  0.0894  -0.4431
N  3.7233  0.6472  -0.6922
C  2.4967  0.4158  -0.2992
N  2.1128  -0.4929  0.6108
C  1.4169  1.2568  -0.8937
C  1.7076  2.2415  -1.8203
C  0.6657  3.0066  -2.3217
C  -0.6217  2.7635  -1.8769
C  -0.8251  1.7608  -0.9441
N  0.1712  1.0140  -0.4623
H  3.5910  -2.6472  2.4808
H  1.8826  -2.2982  2.3519
H  6.6618  -0.4400  -0.0041
H  6.1471  0.8152  -1.1019
H  2.7320  2.3953  -2.1231
H  0.8607  3.7869  -3.0454
H  -1.4630  3.3382  -2.2374
H  -1.8163  1.5462  -0.5693
C  -4.9495  -1.3176  -1.5789
C  -3.5823  -1.4203  -1.7848
C  -2.7015  -1.0022  -0.7985
C  -3.1830  -0.4819  0.3975
C  -4.5559  -0.3659  0.6009
C  -5.4303  -0.7869  -0.3864
N  -2.2092  -0.0697  1.3559
N  -2.6577  0.3492  2.4372
C  -1.6983  0.7517  3.3990
C  -2.2588  1.2998  4.5548
C  -1.4233  1.7318  5.5677
C  -0.0490  1.5969  5.4083
C  0.4816  1.0364  4.2474
C  -0.3155  0.5910  3.1924
H  -5.6414  -1.6384  -2.3467
H  -3.2010  -1.8191  -2.7170
H  -1.6311  -1.0732  -0.9589
H  -4.9178  0.0469  1.5318
H  -6.4973  -0.6986  -0.2285
H  -3.3363  1.3774  4.6340
H  -1.8330  2.1636  6.4711
H  0.6180  1.9274  6.1959
H  1.5625  0.9498  4.1827
C  3.7023  -5.3211  0.0463
C  3.3769  -5.6515  -1.4078
C  1.9249  -5.3926  -1.8079
C  1.4835  -3.9346  -1.6500
N  1.0245  -3.5711  -0.3068
C  -0.2107  -3.5497  0.1969
S  -0.4882  -2.7660  1.7158
N  -1.2806  -4.0666  -0.4066
C  -1.4191  -5.1559  -1.3844
C  -1.5822  -6.5214  -0.7164
C  -2.9854  -6.8263  -0.1927
C  -3.5008  -5.8813  0.8924
H  4.6985  -5.6765  0.3095
H  2.9890  -5.7882  0.7303
H  3.6925  -4.2440  0.2340
H  3.5992  -6.7030  -1.5992
H  4.0349  -5.0792  -2.0688
H  1.2626  -6.0355  -1.2209
H  1.7933  -5.6782  -2.8550
H  0.7008  -3.6676  -2.3571
H  2.3271  -3.2779  -1.8732
H  1.7220  -3.2397  0.3403
H  -2.1193  -3.8740  0.1212
H  -0.5645  -5.1689  -2.0459
H  -2.2902  -4.9215  -1.9996
H  -0.8527  -6.5944  0.0979
H  -1.3091  -7.2859  -1.4483
H  -2.9808  -7.8469  0.1941
H  -3.6837  -6.8277  -1.0351
H  -2.7537  -5.7132  1.6718
H  -4.3893  -6.2929  1.3700
H  -3.8004  -4.9103  0.4868

And the Mulliken charges, in e, turn out to be: Mg 1.40; N -0.08; C 0.44; N -0.85; C 0.22; N -0.32; N -0.72; C -0.24; N 0.18; C 0.76; C -0.81; C -0.50; C -1.13; C -0.01; N 0.44; H 0.29; H 0.04; H 0.26; H 0.25; H 0.55; H 0.44; H 0.47; H 0.51; C -0.67; C -0.90; C 0.63; C -0.35; C -0.48; C -0.65; N 0.69; N -0.60; C 0.28; C -0.37; C -0.65; C -0.63; C -0.36; C -0.46; H 0.44; H 0.47; H 0.30; H 0.46; H 0.42; H 0.47; H 0.37; H 0.41; H 0.39; C -0.73; C -0.83; C -0.20; C -1.35; N 0.51; C 0.71; S -0.58; N 0.26; C -0.79; C -0.56; C -0.67; C -1.05; H 0.42; H 0.27; H -0.06; H 0.38; H 0.37; H 0.18; H 0.35; H 0.45; H 0.51; H -0.35; H -0.13; H 0.36; H 0.45; H 0.28; H 0.42; H 0.36; H 0.32; H 0.29; H 0.39; H 0.23

***

Q: Number 3 is which compound?
A: C29H37MgN10S

***

Q: Which formula does entry 1 have?
A: C29H37GeMnO6P